Record 1
This record from OMol25 describes a structure of composition C2H8NO2 at a distorted geometry. The level of theory is ωB97M-V with the def2-TZVPD basis set.

* relative energy (zero: lowest compared OMol25 entry of this formula, charge and spin): 5.470 eV
* frontier orbital gap: 6.89 eV
* net charge: -1

XYZ file:
```
13
Properties=species:S:1:pos:R:3:forces:R:3:lowdin_charge:R:1
C 0.490437 -0.421819 -0.300509 0.0 -0.8 1.0 -0.35
O -0.282268 -1.087527 -1.239012 0.1 0.7 -0.7 -0.14
C 0.153646 1.064670 -0.206623 -0.7 0.3 1.0 -0.17
N 1.195431 2.154271 1.047862 0.8 0.3 -0.6 -0.06
H 0.259372 -0.861870 0.678109 0.3 0.0 0.0 0.10
H 1.565411 -0.576252 -0.469272 0.0 0.1 -0.2 0.10
H -0.574607 1.452172 -0.917741 0.3 0.3 -0.1 0.10
H -0.177102 1.318191 0.832477 -1.0 -0.9 -0.7 0.07
H 0.665561 3.028098 0.894706 0.0 -0.2 -0.1 -0.04
H 1.136303 1.699542 -0.300486 0.3 0.3 0.1 0.05
H -1.791552 -3.517424 0.420856 0.1 0.0 -0.2 -0.15
H -0.947202 -1.681822 -0.745544 0.0 -0.6 0.5 0.00
O -1.693430 -2.570233 0.305178 -0.1 0.5 0.0 -0.51
```
Forces are in eV/Å.

---

Record 2
This record from OMol25 describes a structure of composition C21H15N6O4Ti at a distorted geometry. The level of theory is ωB97M-V with the def2-TZVPD basis set.

* relative energy (zero: lowest compared OMol25 entry of this formula, charge and spin): 1.053 eV
* frontier orbital gap (spin up / spin down): 6.39 / 6.49 eV
* 2S+1: 2
* net charge: +2

XYZ file:
```
47
Properties=species:S:1:pos:R:3:forces:R:3:lowdin_charge:R:1
Ti 1.113183 -1.202702 0.235372 1.3 -4.2 1.6 1.11
N -1.707717 -4.400202 -0.602528 0.3 -0.3 0.2 0.16
C -0.558217 -3.841302 -0.267928 0.0 -0.3 -0.1 -0.07
N -0.270817 -2.571702 -0.481028 -1.0 -0.3 -0.5 0.01
C -1.242217 -1.756202 -1.109328 0.6 -0.3 -0.2 -0.22
N -0.870817 -0.575902 -1.533628 -1.1 0.6 -0.8 0.13
N 0.413083 -0.307202 -1.256128 0.6 2.6 -2.9 -0.15
C 1.182583 0.592198 -1.862628 -2.5 -1.3 0.3 0.04
C 2.523983 0.596798 -1.375028 2.3 0.0 0.8 -0.21
C 3.561983 1.435198 -1.820628 -1.5 -0.5 0.0 0.05
C 4.825683 1.297098 -1.289528 0.3 -0.7 0.7 0.03
C 5.060483 0.308998 -0.322728 0.1 0.7 -0.5 0.02
C 4.009483 -0.463002 0.117272 -0.5 -0.3 0.0 -0.05
N 2.760883 -0.344002 -0.383328 2.3 1.8 -1.3 -0.04
C -2.559517 -2.289402 -1.365228 -0.1 -0.5 0.1 -0.07
C -3.610817 -1.531202 -1.896528 0.0 -0.2 0.0 0.02
C -4.808117 -2.141402 -2.219428 0.1 0.2 0.0 -0.02
C -4.989417 -3.508602 -2.011328 0.3 0.0 0.1 -0.01
C -3.979517 -4.272002 -1.451728 0.1 0.1 0.0 0.02
C -2.767417 -3.670302 -1.134728 -0.3 0.9 -0.3 -0.15
H -1.853117 -5.398502 -0.471228 0.2 0.2 0.1 0.19
H 0.203783 -4.476502 0.183772 -0.3 0.1 -0.1 0.16
H 0.816983 1.244198 -2.649128 0.0 -0.1 -0.1 0.16
H 3.355983 2.175798 -2.575728 0.0 0.1 -0.1 0.14
H 5.627983 1.940598 -1.614228 0.1 0.0 -0.1 0.14
H 6.050283 0.163598 0.075772 0.1 0.0 0.1 0.13
H 4.149683 -1.217902 0.894872 0.0 0.2 -0.2 0.14
H -3.461817 -0.474602 -2.046228 0.0 0.1 -0.1 0.13
H -5.613817 -1.559502 -2.642628 0.0 0.1 0.0 0.13
H -5.917117 -3.980502 -2.298028 -0.1 0.0 0.1 0.13
H -4.130317 -5.323602 -1.270928 0.0 -0.2 0.0 0.13
O 0.958783 -0.462402 3.785172 -0.2 0.3 -0.3 0.18
C 0.591283 0.065498 2.777472 0.2 0.4 1.5 -0.46
O 0.361983 -0.693902 1.669472 -1.1 0.6 1.6 -0.14
C 0.367583 1.518198 2.551872 0.0 0.2 -0.3 -0.12
C 0.069283 2.374698 3.613372 0.1 -0.2 -0.3 0.04
C -0.140117 3.723598 3.365172 0.0 0.2 -0.1 0.05
C -0.025217 4.201198 2.068272 0.1 -0.9 0.1 -0.11
C 0.314483 3.370598 1.008372 0.0 0.2 0.0 0.03
C 0.495783 2.025598 1.253572 0.1 -0.2 0.2 -0.01
N -0.296517 5.615598 1.779372 0.0 -0.4 0.1 -0.36
O -0.599417 6.306498 2.712872 -0.1 0.5 0.4 0.13
O -0.207617 5.950798 0.624472 0.0 0.4 -0.5 0.10
H -0.006317 1.984198 4.617372 0.0 0.0 0.0 0.14
H -0.386017 4.415998 4.158972 0.0 -0.1 0.0 0.14
H 0.420183 3.801198 0.022372 0.0 0.0 0.0 0.12
H 0.766583 1.354398 0.436272 -0.2 0.5 0.4 0.07
```
Forces are in eV/Å.

---

Record 3
This record from OMol25 describes the ion C4H8NO with charge +1 at a distorted geometry. The level of theory is ωB97M-V with the def2-TZVPD basis set.

* relative energy (zero: lowest compared OMol25 entry of this formula, charge and spin): 2.534 eV
* frontier orbital gap: 11.47 eV
* net charge: +1
* SMILES: C=[N+]1C[C@]1(C)O

XYZ file:
```
14
Properties=species:S:1:pos:R:3:forces:R:3:lowdin_charge:R:1
C -0.633735 -1.697684 -1.171434 -1.6 -0.6 -1.5 0.15
N -0.551434 -0.680019 -0.455290 0.2 1.1 2.3 0.01
C -0.844856 -0.208382 0.910466 -2.9 -1.7 0.2 0.01
C -0.024790 0.728132 0.101062 -1.2 0.0 0.7 -0.43
C 1.433247 0.721153 0.443865 0.9 3.1 1.2 0.03
O -0.721287 1.776964 -0.395632 1.7 -0.1 -0.6 0.12
H -0.167879 -1.520573 -2.180084 -0.5 -1.2 0.9 0.14
H -1.383775 -2.547223 -0.867077 1.9 1.3 -0.7 0.17
H -0.466373 -0.877608 1.673447 1.1 0.3 0.0 0.14
H -1.954964 -0.166445 1.246411 1.7 0.9 -1.3 0.18
H 2.032262 1.660605 0.095707 -1.3 -1.7 0.4 0.14
H 1.865677 -0.137022 0.040017 1.0 -1.3 -0.6 0.07
H 1.542690 0.686574 1.576277 -0.2 0.1 -1.5 0.13
H -0.124783 2.261529 -1.017736 -0.7 -0.2 0.6 0.16
```
Forces are in eV/Å.